Below is a 3-piece molecular cluster, C19H45BN5O5 overall at a distorted geometry, with properties calculated with ωB97M-V/def2-TZVPD.

F_max in eV/A: 2.66
Kohn-Sham gap in eV: 6.45
Energy relative to the best compared isomer or geometry (same formula, charge and spin) in kJ/mol: 102.38
Net charge: +1
Spin multiplicity: 1

Atoms and positions in Å:
C 0.22533 -3.81445 0.42860
C 0.29142 -2.61292 1.11713
C 1.03974 -1.45604 0.42070
C 2.16631 -0.66955 1.21480
N 2.53658 0.30075 0.13533
C 3.95650 0.69000 0.01945
N 4.32284 0.86194 -1.41755
C 1.48046 0.64531 -0.54498
C 0.21842 -0.15264 -0.00978
B -0.88901 -0.52746 -1.14968
N -2.01195 0.42628 -1.42663
O -0.85037 -1.73459 -1.87382
H -0.71032 -4.40144 0.30636
H 1.16945 -4.15097 -0.06577
H -0.20884 -2.49664 2.11957
H 1.61880 -1.85783 -0.45619
H 2.98654 -1.23189 1.70590
H 1.56837 -0.01899 1.90796
H 4.24520 1.55939 0.65360
H 4.54598 -0.19537 0.38808
H 3.85073 0.10244 -1.92793
H 5.31303 0.58713 -1.45462
H 1.47104 1.39171 -1.38662
H -0.29865 0.38747 0.83230
H -2.54239 0.48156 -0.54564
H -1.66494 1.35732 -1.67048
H -1.58889 -2.27605 -1.52761
C 0.13749 4.80703 -6.90159
O 1.33300 4.05027 -7.00639
C 2.51354 4.85288 -7.03053
C 3.31562 4.66682 -5.74962
N 2.63100 5.26506 -4.60540
C 3.20694 4.90106 -3.31195
C 3.17783 3.42332 -2.90740
O 1.86657 2.91419 -2.65818
C 1.16362 2.48908 -3.82149
H -0.70154 4.12639 -7.05611
H 0.03681 5.25653 -5.90845
H 0.09474 5.58465 -7.66959
H 2.28818 5.90613 -7.21657
H 3.11716 4.49380 -7.86997
H 4.29550 5.13845 -5.86812
H 3.46402 3.58984 -5.61318
H 1.66079 4.97567 -4.61426
H 2.65588 5.46552 -2.55408
H 4.24105 5.25728 -3.27517
H 3.71019 3.33967 -1.95840
H 3.71583 2.77931 -3.60912
H 1.83145 2.08374 -4.58484
H 0.57143 3.30897 -4.23005
H 0.46271 1.70199 -3.52696
C -1.65239 -1.28873 4.58534
O -1.67652 -2.63580 4.14264
C -1.26922 -3.56828 5.14959
C -2.44787 -4.41277 5.61508
N -3.39636 -3.61638 6.38849
C -4.67005 -4.29104 6.64713
C -5.54288 -4.65729 5.44191
O -6.08596 -3.53892 4.75403
C -5.22756 -2.95249 3.79401
H -1.81556 -0.64903 3.71445
H -2.45012 -1.09300 5.30654
H -0.68142 -1.03416 5.02273
H -0.77229 -3.07180 5.98724
H -0.53549 -4.23143 4.67937
H -2.07589 -5.23186 6.23742
H -2.91486 -4.84146 4.72165
H -3.58899 -2.75679 5.88945
H -5.25191 -3.62439 7.28893
H -4.47485 -5.19520 7.23235
H -6.40396 -5.20989 5.82726
H -5.03942 -5.33515 4.74347
H -4.57150 -3.68773 3.31910
H -4.63715 -2.15101 4.24688
H -5.84896 -2.49763 3.01980

Cartesian forces, eV/Å:
0.4 1.5 0.6
-0.2 -0.8 -0.8
1.8 -0.2 1.9
-1.8 0.3 0.1
-0.4 0.3 0.3
1.3 -1.1 -1.0
-0.1 -0.6 0.8
-0.8 -0.2 0.8
1.5 -1.2 -1.8
-0.8 0.4 -1.2
0.8 -0.9 0.7
0.0 0.9 2.0
1.1 -0.3 1.2
-1.4 0.6 -0.7
-0.4 0.4 -1.5
-1.1 0.2 0.5
-0.4 0.6 -0.7
1.0 -0.8 0.2
-0.7 -0.4 -0.6
-0.9 0.8 0.2
0.2 0.4 0.1
-0.4 0.5 -0.2
0.5 -0.5 0.8
0.8 -0.5 -0.6
0.0 0.5 -0.5
-0.3 -0.1 0.3
0.2 0.1 -0.8
0.0 -0.3 -0.1
-0.1 0.4 0.1
0.4 -0.4 -0.1
-0.4 0.2 0.0
0.2 -0.2 0.0
-0.4 0.0 -0.1
0.3 0.5 0.3
0.0 -0.3 -0.2
-0.2 0.1 0.2
0.1 0.0 0.0
-0.1 0.2 -0.1
0.0 0.0 0.1
-0.1 0.0 0.1
0.0 0.0 0.0
0.0 0.0 0.0
0.2 -0.1 -0.1
0.0 0.1 -0.1
0.1 -0.1 0.1
0.0 -0.1 0.0
-0.1 0.0 0.0
-0.2 0.0 -0.1
0.0 0.1 0.0
0.0 -0.1 -0.2
0.0 0.0 0.0
-0.1 -0.1 -0.2
0.2 0.3 0.2
-0.1 -0.6 -0.2
0.0 0.5 0.1
0.1 -0.2 -0.2
0.0 0.2 0.0
-0.2 -0.1 0.3
0.3 -0.2 -0.1
-0.3 0.2 0.1
0.0 -0.1 0.0
0.1 0.1 0.1
-0.1 0.0 0.1
-0.2 0.1 0.0
0.0 0.0 0.0
0.0 0.0 0.0
0.1 -0.2 -0.1
0.0 -0.1 0.0
0.0 -0.1 0.0
0.0 0.0 -0.1
0.0 0.1 0.0
0.1 0.1 -0.1
0.1 0.0 0.1
0.2 0.0 -0.1
0.0 -0.1 0.1

Results of the Mulliken charge analysis, in e, for atoms 1 through 4: C -0.723; C -0.597; C 0.288; C -0.784